{"formula": "C16H32Cl16", "method": "ωB97M-V/def2-TZVPD", "symbols": ["Cl", "C", "C", "Cl", "H", "H", "H", "H", "Cl", "C", "C", "Cl", "H", "H", "H", "H", "Cl", "C", "C", "Cl", "H", "H", "H", "H", "Cl", "C", "C", "Cl", "H", "H", "H", "H", "Cl", "C", "C", "Cl", "H", "H", "H", "H", "Cl", "C", "C", "Cl", "H", "H", "H", "H", "Cl", "C", "C", "Cl", "H", "H", "H", "H", "Cl", "C", "C", "Cl", "H", "H", "H", "H"], "xyz": [[-19.678, 29.360, -6.147], [-20.979, 28.932, -5.013], [-20.539, 27.672, -4.255], [-19.202, 27.973, -3.182], [-21.814, 28.769, -5.694], [-21.138, 29.751, -4.311], [-20.333, 26.813, -4.893], [-21.335, 27.388, -3.566], [-19.075, 16.513, -17.309], [-17.947, 15.357, -16.490], [-17.344, 15.991, -15.231], [-18.649, 16.064, -13.882], [-17.214, 15.025, -17.225], [-18.508, 14.458, -16.234], [-16.960, 16.989, -15.440], [-16.499, 15.435, -14.826], [-23.045, 22.854, -10.288], [-21.816, 23.080, -11.574], [-22.248, 23.352, -13.038], [-20.825, 23.641, -14.038], [-21.249, 22.152, -11.653], [-21.177, 23.938, -11.365], [-22.823, 24.276, -13.099], [-22.787, 22.522, -13.494], [-15.452, 10.178, -4.378], [-16.875, 10.842, -3.498], [-18.097, 10.875, -4.472], [-18.189, 12.359, -5.499], [-16.569, 11.813, -3.108], [-17.133, 10.064, -2.781], [-18.946, 11.005, -3.800], [-18.363, 9.968, -5.015], [-13.365, 17.764, -8.518], [-14.381, 18.660, -7.393], [-15.135, 19.790, -8.117], [-16.003, 20.598, -6.889], [-13.628, 19.032, -6.698], [-15.056, 17.930, -6.945], [-15.817, 19.343, -8.841], [-14.538, 20.553, -8.616], [-7.135, 12.202, -8.530], [-7.412, 12.267, -6.720], [-6.173, 12.680, -5.987], [-5.125, 11.255, -6.186], [-7.737, 11.297, -6.344], [-8.183, 12.993, -6.464], [-6.347, 12.837, -4.923], [-5.651, 13.566, -6.350], [-6.745, 21.144, -9.526], [-7.812, 22.518, -10.147], [-7.871, 23.653, -9.134], [-8.605, 22.991, -7.677], [-8.759, 22.044, -10.406], [-7.452, 22.947, -11.082], [-8.602, 24.408, -9.421], [-6.877, 24.047, -8.920], [-15.147, 10.037, -12.562], [-14.116, 10.240, -11.130], [-13.380, 8.995, -10.857], [-14.569, 7.690, -10.733], [-14.712, 10.540, -10.268], [-13.429, 11.075, -11.264], [-12.761, 9.007, -9.960], [-12.665, 8.816, -11.660]], "smiles": "ClCCCl.ClCCCl.ClCCCl.ClCCCl.ClCCCl.ClCCCl.ClCCCl.ClCCCl", "spin_multiplicity": 1, "orbital_gap_ha": 0.394, "lumo_ev": 0.2361, "de_lowest_kj_mol": 247.0, "total_energy_ev": -217469.72292, "homo_energy_ev": -10.50}


{"formula": "C16H32Cl2IN2O2", "method": "ωB97M-V/def2-TZVPD", "symbols": ["C", "C", "Cl", "C", "Cl", "O", "C", "O", "N", "C", "C", "C", "I", "H", "H", "H", "H", "H", "H", "H", "H", "H", "H", "H", "H", "C", "C", "C", "N", "C", "C", "C", "C", "C", "C", "H", "H", "H", "H", "H", "H", "H", "H", "H", "H", "H", "H", "H", "H", "H", "H", "H", "H", "H", "H"], "xyz": [[-4.015, 1.708, 2.839], [-2.683, 2.134, 2.225], [-2.504, 3.908, 2.451], [-2.499, 1.860, 0.722], [-3.538, 0.527, 0.145], [-1.193, 1.421, 0.396], [-0.097, 2.130, 0.833], [0.540, 1.714, 1.798], [0.287, 3.194, -0.032], [0.642, 4.451, 0.689], [0.050, 5.720, 0.032], [-1.205, 5.505, -0.811], [-2.601, 7.124, -0.605], [-4.861, 2.015, 2.226], [-4.107, 2.216, 3.801], [-4.022, 0.635, 3.022], [-1.873, 1.667, 2.784], [-2.791, 2.723, 0.124], [1.141, 2.857, -0.464], [1.729, 4.561, 0.681], [0.352, 4.373, 1.736], [0.815, 6.151, -0.620], [-0.125, 6.457, 0.818], [-0.986, 5.456, -1.877], [-1.761, 4.619, -0.538], [-1.712, -2.383, 0.393], [-0.474, -1.837, 1.102], [0.759, -1.545, 0.267], [1.423, -2.701, -0.460], [2.827, -2.243, -0.790], [3.587, -3.197, -1.693], [2.815, -3.473, -2.978], [1.417, -3.977, -2.644], [0.682, -3.004, -1.739], [1.478, -3.893, 0.429], [-1.632, -3.444, 0.147], [-2.568, -2.289, 1.058], [-1.940, -1.827, -0.515], [-0.216, -2.473, 1.951], [-0.730, -0.869, 1.534], [1.528, -1.138, 0.924], [0.541, -0.796, -0.494], [2.716, -1.270, -1.268], [3.336, -2.107, 0.163], [4.554, -2.746, -1.916], [3.804, -4.132, -1.173], [3.347, -4.199, -3.591], [2.742, -2.554, -3.568], [1.466, -4.967, -2.184], [0.826, -4.094, -3.553], [-0.292, -3.393, -1.460], [0.544, -2.047, -2.242], [0.469, -4.249, 0.610], [1.949, -3.602, 1.364], [2.056, -4.677, -0.047]], "spin_multiplicity": 1, "total_charge": 1, "orbital_gap_ha": 0.316, "lumo_ev": -2.3673, "total_energy_ev": -57325.88355, "homo_energy_ev": -10.96}


{"formula": "C16H32Cl2NiO8", "method": "ωB97M-V/def2-TZVPD", "symbols": ["Ni", "Cl", "Cl", "O", "C", "O", "C", "C", "C", "H", "H", "H", "H", "H", "H", "H", "H", "O", "C", "O", "C", "C", "C", "H", "H", "H", "H", "H", "H", "H", "H", "O", "C", "O", "C", "C", "C", "H", "H", "H", "H", "H", "H", "H", "H", "O", "C", "O", "C", "C", "C", "H", "H", "H", "H", "H", "H", "H", "H"], "xyz": [[9.576, 7.370, 11.427], [11.626, 6.589, 10.348], [8.520, 5.392, 11.993], [10.096, 9.303, 11.030], [11.054, 10.030, 10.883], [11.402, 10.433, 9.710], [10.723, 9.844, 8.592], [11.537, 10.188, 7.373], [11.855, 10.641, 11.972], [9.760, 10.360, 8.496], [10.521, 8.796, 8.801], [11.034, 9.734, 6.517], [12.489, 9.835, 7.648], [11.566, 11.284, 7.306], [11.970, 11.678, 11.787], [12.677, 9.989, 12.151], [11.272, 10.564, 12.878], [7.810, 8.155, 12.308], [7.393, 8.953, 13.130], [6.151, 8.904, 13.574], [5.251, 7.912, 12.960], [3.853, 8.308, 13.320], [8.211, 10.008, 13.744], [5.566, 7.004, 13.434], [5.415, 7.698, 11.911], [3.223, 7.760, 12.708], [3.691, 9.324, 13.039], [3.546, 8.065, 14.370], [8.703, 10.600, 12.900], [9.048, 9.480, 14.225], [7.613, 10.640, 14.461], [10.462, 7.490, 13.409], [10.837, 6.416, 13.918], [10.311, 5.922, 15.034], [9.079, 6.553, 15.432], [8.699, 5.810, 16.700], [11.974, 5.582, 13.386], [8.298, 6.437, 14.659], [9.373, 7.593, 15.522], [7.659, 5.950, 16.983], [9.280, 6.034, 17.529], [8.816, 4.739, 16.458], [11.416, 5.140, 12.582], [12.274, 4.794, 14.037], [12.740, 6.173, 12.990], [8.327, 7.528, 9.661], [7.504, 6.811, 9.133], [7.822, 5.846, 8.233], [9.193, 5.454, 8.006], [9.599, 5.317, 6.541], [6.122, 6.866, 9.552], [9.240, 4.523, 8.580], [9.824, 6.130, 8.558], [8.936, 5.931, 6.016], [9.535, 4.277, 6.232], [10.606, 5.612, 6.344], [5.421, 6.456, 8.832], [5.796, 7.919, 9.690], [6.038, 6.324, 10.546]], "spin_multiplicity": 3, "orbital_gap_ha": [0.333, 0.337], "lumo_ev": [0.5447, 0.5444], "de_lowest_kj_mol": 25.6, "total_energy_ev": -99582.11636, "homo_energy_ev": [-8.52, -8.64]}


{"formula": "C16H32Cl8O12", "method": "ωB97M-V/def2-TZVPD", "symbols": ["C", "O", "C", "O", "O", "C", "H", "H", "H", "H", "H", "H", "C", "O", "C", "O", "O", "C", "H", "H", "H", "H", "H", "H", "C", "O", "C", "O", "O", "C", "H", "H", "H", "H", "H", "H", "C", "O", "C", "O", "O", "C", "H", "H", "H", "H", "H", "H", "C", "Cl", "Cl", "H", "H", "C", "Cl", "Cl", "H", "H", "C", "Cl", "Cl", "H", "H", "C", "Cl", "Cl", "H", "H"], "xyz": [[-0.213, 2.593, -3.077], [-0.110, 1.858, -4.330], [1.081, 2.106, -4.988], [1.923, 2.942, -4.685], [1.179, 1.229, -5.938], [2.295, 1.238, -6.806], [-1.198, 2.378, -2.662], [-0.022, 3.659, -3.202], [0.401, 2.181, -2.276], [3.214, 0.976, -6.283], [2.461, 2.200, -7.290], [2.107, 0.450, -7.536], [-0.241, 2.688, 0.926], [0.459, 1.998, -0.113], [1.484, 2.605, -0.773], [1.823, 3.762, -0.617], [2.034, 1.707, -1.570], [3.146, 2.119, -2.349], [-0.636, 3.656, 0.620], [0.457, 2.716, 1.763], [-1.055, 2.110, 1.363], [3.283, 1.326, -3.085], [4.109, 2.184, -1.843], [2.988, 3.092, -2.814], [-2.661, -0.822, 3.068], [-1.731, -1.855, 3.473], [-0.542, -1.452, 4.009], [-0.104, -0.286, 4.233], [0.071, -2.613, 4.362], [1.286, -2.515, 5.034], [-3.568, -0.957, 3.657], [-2.954, -0.923, 2.022], [-2.434, 0.239, 3.172], [1.855, -3.419, 4.816], [1.154, -2.529, 6.116], [1.896, -1.637, 4.824], [-2.218, 1.481, -0.853], [-2.699, 0.211, -0.392], [-1.960, -0.605, 0.351], [-2.370, -1.739, 0.704], [-0.858, -0.037, 0.780], [0.248, -0.874, 0.918], [-1.895, 2.176, -0.079], [-3.051, 1.943, -1.383], [-1.422, 1.404, -1.594], [1.034, -0.533, 0.244], [0.066, -1.918, 0.663], [0.720, -0.746, 1.891], [-0.989, -3.784, -0.891], [0.465, -2.963, -1.535], [-0.601, -5.446, -0.408], [-1.225, -3.175, -0.018], [-1.777, -3.771, -1.644], [-2.135, 2.496, 3.496], [-2.414, 1.885, 1.824], [-1.711, 4.283, 3.355], [-3.041, 2.444, 4.099], [-1.350, 1.959, 4.027], [-2.168, -3.688, 1.867], [-3.422, -4.134, 0.687], [-1.345, -5.228, 2.455], [-1.402, -2.982, 1.545], [-2.621, -3.204, 2.732], [3.301, -2.144, -0.992], [2.675, -0.750, -0.021], [4.760, -2.812, -0.153], [2.639, -3.008, -0.919], [3.532, -1.746, -1.980]], "spin_multiplicity": 1, "orbital_gap_ha": 0.364, "lumo_ev": 0.3345, "de_lowest_kj_mol": 984.8, "total_energy_ev": -141850.17058, "homo_energy_ev": -9.58}